C43H50N9TeY as an isolated structure. Source: the Open Molecules 2025 dataset; level of theory: ωB97M-V with the def2-TZVPD basis set.

Properties
HOMO (eV): 0.256
Total charge: -2
Strongest force on any atom (hartree/bohr): 0.0187
Calculated total energy (Eh): -2467.601850

Last column: Löwdin charge in e.
Element x y z (Å)
Y -0.407 -0.349 -0.106  1.31
C 6.575 -0.977 2.495  -0.08
C 5.082 -0.792 2.431  -0.31
C 4.388 -0.042 3.365  -0.07
C 3.012 0.113 3.299  -0.03
C 2.228 -0.448 2.269  -0.25
N 0.876 -0.299 2.127  -0.02
C 0.171 0.428 3.044  -0.28
C 0.477 1.738 3.478  -0.04
C -0.322 2.413 4.382  -0.05
C -1.477 1.838 4.916  -0.29
C -2.365 2.590 5.873  -0.07
C -1.815 0.567 4.474  -0.02
C -1.025 -0.114 3.558  -0.16
N -1.468 -1.391 3.102  -0.08
C -1.902 -2.418 3.862  -0.07
C -2.367 -3.393 3.014  -0.05
C -2.176 -2.865 1.725  -0.14
N -1.636 -1.657 1.788  0.02
C 2.946 -1.286 1.376  -0.13
C 4.319 -1.435 1.460  0.01
N 2.253 -2.076 0.411  -0.10
C 2.790 -2.538 -0.755  -0.10
C 2.085 -3.641 -1.130  -0.07
C 1.128 -3.807 -0.105  -0.22
N 1.238 -2.892 0.833  0.07
H 7.031 -0.229 3.147  0.06
H 6.845 -1.963 2.885  0.07
H 7.031 -0.883 1.508  0.07
H 4.931 0.440 4.173  0.10
H 2.528 0.694 4.069  0.09
H 1.348 2.220 3.056  0.11
H -0.049 3.422 4.675  0.11
H -1.795 3.329 6.437  0.07
H -3.162 3.122 5.346  0.07
H -2.839 1.913 6.586  0.07
H -2.731 0.098 4.819  0.12
H -1.825 -2.374 4.935  0.12
H -2.765 -4.358 3.276  0.09
H -2.389 -3.306 0.759  0.05
H 4.803 -2.107 0.761  0.11
H 3.578 -2.007 -1.258  0.12
H 2.156 -4.172 -2.063  0.10
H 0.344 -4.546 -0.039  0.08
C -4.253 0.379 0.415  -0.20
C -3.489 0.955 1.607  -0.21
N -2.205 1.549 1.259  -0.07
C -2.250 2.820 0.551  -0.20
C -2.455 2.661 -0.952  -0.21
N -1.688 1.569 -1.535  -0.10
C -2.436 0.858 -2.568  -0.22
C -3.629 0.110 -1.956  -0.21
N -3.407 -0.289 -0.564  -0.08
H -5.016 -0.298 0.817  0.12
H -4.801 1.184 -0.081  0.09
H -4.148 1.678 2.119  0.11
H -3.288 0.152 2.311  0.08
H -1.684 1.691 2.115  0.06
H -3.045 3.480 0.938  0.12
H -1.301 3.324 0.737  0.09
H -3.510 2.466 -1.144  0.09
H -2.240 3.622 -1.437  0.11
H -0.800 1.886 -1.911  0.09
H -2.810 1.534 -3.354  0.12
H -1.736 0.148 -3.007  0.06
H -4.532 0.729 -2.009  0.10
H -3.825 -0.767 -2.566  0.07
H -3.458 -1.299 -0.493  0.05
C -2.666 -2.501 -3.794  -0.46
Te -1.477 -2.861 -2.027  1.19
C -3.747 -4.902 -1.711  -0.33
H -3.714 -2.616 -3.527  -0.03
H -2.413 -3.282 -4.509  -0.02
H -2.443 -1.527 -4.229  -0.01
H -3.730 -5.619 -2.548  -0.14
H -4.795 -4.576 -1.569  -0.15
H -3.438 -5.442 -0.798  -0.15
C -0.033 -1.243 -2.117  -0.67
C 0.943 -1.317 -3.153  -0.44
C 0.836 -2.062 -4.367  -0.11
C 1.836 -2.075 -5.326  -0.15
C 3.006 -1.333 -5.184  -0.17
C 3.130 -0.557 -4.025  -0.14
C 2.149 -0.553 -3.061  -0.12
H -0.055 -2.655 -4.536  0.05
H 1.692 -2.677 -6.221  0.08
H 3.776 -1.337 -5.946  0.06
H 4.014 0.060 -3.881  0.08
H 2.263 0.057 -2.172  0.06
C 1.121 1.832 -0.025  -0.16
C 1.610 2.692 -1.051  -0.32
C 0.869 3.794 -1.553  -0.07
C 1.342 4.610 -2.557  -0.06
C 2.599 4.387 -3.126  -0.28
C 3.365 3.313 -2.642  -0.05
C 2.890 2.504 -1.643  -0.06
C 3.100 5.258 -4.138  -0.23
N 3.503 5.979 -4.945  0.09
H 0.405 2.307 0.648  0.01
H 1.920 1.357 0.541  0.03
H -0.095 4.026 -1.109  0.08
H 0.744 5.445 -2.903  0.11
H 4.344 3.128 -3.067  0.11
H 3.507 1.690 -1.280  0.11

***

A 2-piece molecular cluster, C2H5BrN2O overall. Source: the Open Molecules 2025 dataset; level of theory: ωB97M-V with the def2-TZVPD basis set.

Properties
HOMO (eV): -8.649
Total charge: 0
Strongest force on any atom (hartree/bohr): 0.1082
Calculated total energy (Eh): -2837.872251

Last column: Löwdin charge in e.
Element x y z (Å)
C 0.735 0.245 0.589  -0.78
C -0.005 1.176 -0.374  -0.09
N -0.438 -2.204 0.087  -0.11
N 0.150 -1.721 -0.791  0.04
O 0.365 -0.396 1.532  -0.06
Br 2.766 0.349 0.265  0.53
H -0.841 1.606 0.173  0.08
H 0.700 1.959 -0.654  0.05
H -0.318 0.600 -1.252  0.07
H -0.520 -1.799 1.061  0.10
H -0.862 -3.273 0.056  0.17

***

C11H20N3NdO5S as an isolated structure. Source: the Open Molecules 2025 dataset; level of theory: ωB97M-V with the def2-TZVPD basis set.

Properties
HOMO (spin up / spin down) (eV): -15.491 / -15.508
2S+1: 4
Total charge: +2
Strongest force on any atom (hartree/bohr): 0.0788
⟨S²⟩: 3.75
Calculated total energy (Eh): -1930.801306

Last column: Löwdin charge in e.
Element x y z (Å)
Nd 0.697 0.589 1.569  1.83
O 0.541 -3.159 4.149  0.19
C 0.221 -2.537 3.034  -0.40
O 0.814 -1.484 2.708  -0.13
C -0.908 -3.235 2.304  -0.03
O -1.188 -2.611 1.030  -0.13
C -2.331 -1.744 0.884  -0.04
C -1.738 -0.332 1.208  -0.50
O -1.406 -0.029 2.411  -0.12
O -1.235 0.408 0.222  -0.20
H 1.272 -2.726 4.667  0.19
H -1.809 -3.219 2.920  0.16
H -0.582 -4.292 2.130  0.18
H -3.170 -1.970 1.551  0.15
H -2.646 -1.751 -0.153  0.12
C -0.553 2.358 -2.335  -0.07
C 0.681 1.692 -2.884  -0.21
N 1.429 1.027 -1.804  0.01
C 1.213 -0.186 -1.257  -0.84
S 2.375 -0.709 -0.099  0.63
N 0.258 -1.046 -1.703  0.03
C -0.972 -0.903 -2.486  -0.22
C -1.533 -2.312 -2.906  -0.05
H -1.253 2.531 -3.162  0.10
H -0.331 3.328 -1.915  0.08
H -1.027 1.743 -1.569  0.04
H 1.353 2.428 -3.378  0.14
H 0.427 0.979 -3.699  0.11
H 2.374 1.353 -1.555  0.13
H 0.472 -2.011 -1.405  0.14
H -0.685 -0.420 -3.458  0.11
H -1.692 -0.246 -2.004  0.09
H -0.910 -2.716 -3.724  0.09
H -2.574 -2.175 -3.281  0.10
H -1.534 -3.052 -2.073  0.08
C 2.895 4.825 2.806  0.01
C 2.141 3.597 2.521  -0.10
N 1.660 2.581 2.201  -0.02
H 2.479 5.637 2.185  0.12
H 3.956 4.711 2.516  0.13
H 2.818 5.080 3.835  0.09

***

One molecule with the formula C23H32N4O. Source: the Open Molecules 2025 dataset; level of theory: ωB97M-V with the def2-TZVPD basis set.

Properties
HOMO (eV): -8.224
Total charge: 0
Strongest force on any atom (hartree/bohr): 0.0157
Calculated total energy (Eh): -1189.880811

Last column: Löwdin charge in e.
Element x y z (Å)
C 4.315 5.926 -4.295  -0.09
C 4.006 4.560 -3.775  -0.13
C 3.283 3.620 -4.371  -0.31
C 2.606 3.767 -5.702  -0.05
H 1.749 3.100 -5.737  0.07
H 3.290 3.494 -6.506  0.09
H 2.267 4.785 -5.873  0.07
C 3.098 2.265 -3.735  -0.17
N 1.682 1.971 -3.566  -0.18
C 1.012 2.846 -2.623  -0.17
C 1.329 2.531 -1.155  -0.12
H 0.756 3.189 -0.502  0.12
H 2.386 2.696 -0.949  0.10
C 0.977 1.076 -0.865  -0.26
N 1.315 0.737 0.502  -0.04
C 0.967 -0.367 1.203  -0.24
C 1.610 -0.294 2.426  -0.01
C 2.323 0.905 2.367  -0.15
N 2.138 1.506 1.208  0.08
H 2.953 1.348 3.112  0.10
H 1.559 -0.999 3.231  0.09
N 0.162 -1.412 0.736  0.16
C -1.068 -1.309 0.153  -0.48
O -1.582 -0.252 -0.140  0.08
C -1.740 -2.647 -0.091  -0.11
C -2.800 -2.902 0.988  -0.17
H -3.356 -3.807 0.734  0.12
H -3.502 -2.067 0.995  0.12
C -2.192 -3.063 2.386  -0.16
C -3.274 -3.352 3.388  -0.24
C -3.634 -4.659 3.687  -0.05
C -4.657 -4.922 4.581  -0.09
C -5.336 -3.877 5.185  -0.10
C -4.986 -2.570 4.891  -0.08
C -3.963 -2.311 3.997  -0.04
H -3.691 -1.289 3.770  0.12
H -5.512 -1.751 5.359  0.10
H -6.134 -4.081 5.883  0.10
H -4.925 -5.944 4.807  0.10
H -3.107 -5.479 3.219  0.11
H -1.469 -3.883 2.377  0.12
H -1.674 -2.142 2.665  0.11
H -2.233 -2.598 -1.063  0.12
H -1.009 -3.458 -0.105  0.11
H 0.426 -2.317 1.096  0.15
C 1.727 0.164 -1.841  -0.11
C 1.387 0.586 -3.278  -0.18
H 0.313 0.441 -3.439  0.12
H 1.925 -0.044 -3.991  0.12
H 2.802 0.254 -1.668  0.12
H 1.441 -0.878 -1.689  0.11
H -0.102 0.933 -0.991  0.13
H -0.065 2.738 -2.788  0.13
H 1.296 3.874 -2.853  0.12
H 3.668 2.217 -2.795  0.11
H 3.503 1.505 -4.413  0.13
H 4.445 4.346 -2.808  0.10
H 5.394 6.051 -4.384  0.07
H 3.955 6.682 -3.597  0.07
H 3.867 6.105 -5.267  0.06

***

- Which of these has the highest total charge?
  C11H20N3NdO5S

***

- Among the records above, which one has the lowest total charge?
  C43H50N9TeY

***

- Which value of calculated total energy does entry 4 give?
  -1189.880811 Eh